DFT (the ωB97M-V functional and the def2-TZVPD basis) results for 13 unconnected molecules or ions with the total composition C42H117N19O17 at a distorted geometry.

Structure (XYZ):
```
195
C42H117N19O17 the ωB97M-V functional and the def2-TZVPD basis
C -5.4267 -1.5019 2.8915
C -4.7237 -2.7112 3.4676
C -4.8924 -2.7535 4.9624
O -4.4423 -4.0264 5.4200
C -4.7081 -4.2594 6.8267
N -5.3833 -3.8235 2.8290
H -5.3047 -1.5874 1.8122
H -4.8780 -0.5890 3.1893
H -6.4816 -1.4678 3.1198
H -3.6235 -2.6173 3.2902
H -5.9594 -2.6763 5.1047
H -4.4589 -1.9149 5.5070
H -4.0986 -3.6147 7.4577
H -4.4795 -5.3156 6.9798
H -5.7709 -4.0764 6.9022
H -5.2022 -4.6637 3.3606
H -5.0484 -3.9041 1.8704
C 2.8812 -7.4511 2.6376
C 2.2653 -6.2257 1.9130
C 0.8744 -6.5574 1.3920
O 0.7864 -7.7471 0.6297
C 1.4903 -7.6543 -0.5803
N 2.1625 -5.1216 2.7685
H 3.8392 -7.2547 3.1789
H 3.1803 -8.0693 1.8126
H 2.1926 -8.0416 3.2243
H 2.9436 -6.0137 1.0718
H 0.5853 -5.6703 0.8541
H 0.2289 -6.6367 2.2501
H 2.5762 -7.7170 -0.3696
H 1.3418 -6.6919 -1.0457
H 1.1608 -8.4595 -1.2008
H 1.5946 -5.3669 3.5658
H 1.5665 -4.3941 2.3934
C -1.8280 4.0971 -3.1072
C -2.6806 4.8946 -2.1030
C -1.8958 6.0152 -1.3728
O -0.7118 5.5496 -0.6772
C -1.0540 4.7226 0.4688
N -3.8397 5.4854 -2.8194
H -0.9578 3.7107 -2.5870
H -1.4658 4.7328 -3.9485
H -2.3908 3.2542 -3.4803
H -3.0469 4.1956 -1.3607
H -2.6385 6.4855 -0.7238
H -1.5065 6.7582 -2.0948
H -1.7439 3.8726 0.2275
H -1.4489 5.3717 1.2787
H -0.1319 4.2619 0.8371
H -3.4862 5.8233 -3.7129
H -4.3295 6.2171 -2.3022
C 7.9186 3.0182 0.3859
O 7.6536 4.2179 1.0836
C 8.4272 5.3341 0.5787
C 7.7825 5.8717 -0.7635
N 6.4001 6.2250 -0.4084
C 5.6095 6.4881 -1.6167
C 4.1395 6.5661 -1.3119
O 3.7565 5.4327 -0.5393
C 2.5027 5.4671 0.0129
H 7.7171 3.0519 -0.6793
H 7.3791 2.2478 0.9148
H 8.9935 2.8721 0.5153
H 9.4918 5.0680 0.4986
H 8.2499 6.1720 1.2584
H 7.9519 5.1544 -1.6047
H 8.3689 6.7710 -1.0490
H 6.0646 5.3625 0.0104
H 5.7214 5.7458 -2.4174
H 5.9084 7.4771 -2.0547
H 3.5304 6.6553 -2.2305
H 3.9734 7.4353 -0.6528
H 1.6789 5.5880 -0.7237
H 2.3989 6.2649 0.7998
H 2.3848 4.5230 0.5569
C -9.1343 2.0932 4.4875
O -8.8513 3.0542 3.4675
C -9.1443 2.5128 2.1804
C -8.2719 1.2926 1.8065
N -6.8281 1.5218 1.9435
C -6.2177 2.4232 0.9039
C -4.7002 2.5757 1.1435
O -4.4932 3.0638 2.4363
C -3.2135 2.8792 2.9616
H -10.1589 1.6714 4.3280
H -9.0360 2.6725 5.3996
H -8.3390 1.3178 4.4868
H -9.0494 3.3331 1.4839
H -10.2063 2.2104 2.1083
H -8.5332 0.8888 0.7891
H -8.5477 0.4858 2.4707
H -6.7080 2.1054 2.7688
H -6.7086 3.4170 0.8670
H -6.3999 1.8838 -0.0373
H -4.2492 3.3164 0.4954
H -4.1523 1.6156 1.0726
H -2.3699 3.4379 2.4693
H -2.9722 1.7991 2.9577
H -3.2318 3.1573 4.0129
C 5.1652 -3.0352 -6.4075
O 4.5696 -2.1315 -5.4878
C 4.9207 -0.7733 -5.5226
C 3.9019 -0.0081 -4.7355
N 2.5726 -0.0771 -5.3108
C 1.5699 0.2126 -4.3416
C 0.2593 0.3765 -5.0570
O 0.1913 1.5480 -5.6997
C -0.8733 1.7898 -6.5391
H 6.1989 -3.2764 -6.1799
H 5.0449 -2.7468 -7.4384
H 4.5471 -3.8900 -6.2311
H 4.9453 -0.2915 -6.5247
H 5.8672 -0.6434 -5.0070
H 4.3073 1.0342 -4.8356
H 3.9618 -0.2255 -3.6364
H 2.4560 -1.0439 -5.5868
H 1.8867 1.1258 -3.8321
H 1.4940 -0.5127 -3.5663
H -0.6232 0.2021 -4.4117
H 0.2540 -0.5063 -5.7375
H -0.6046 1.2492 -7.4891
H -0.9011 2.8776 -6.7468
H -1.8541 1.3707 -6.1693
C 2.5010 0.7942 -0.0859
O 1.4353 0.4042 -0.9604
C 0.3350 1.2158 -1.1284
C -0.7189 1.0237 -0.0790
N -1.2318 -0.2973 -0.1684
C -2.1906 -0.7644 0.8761
C -2.9420 -1.8513 0.1353
O -1.9339 -2.7034 -0.2994
C -2.3083 -4.0689 -0.4601
H 2.2251 1.0084 0.9383
H 2.9467 1.7267 -0.5314
H 3.2932 0.0333 -0.1475
H -0.1053 1.0051 -2.0955
H 0.6720 2.2584 -1.0912
H -1.5196 1.7525 -0.2505
H -0.3130 1.2183 0.9361
H -0.4780 -0.9707 -0.3604
H -2.8754 0.0625 1.1131
H -1.7532 -1.0897 1.7806
H -3.5324 -1.4726 -0.6831
H -3.5895 -2.3917 0.8075
H -2.9859 -4.4317 0.3357
H -1.3837 -4.6695 -0.3747
H -2.7426 -4.2653 -1.4367
C 4.4245 -2.0331 3.1015
O 3.5026 -1.5926 2.4458
N 5.1759 -1.1635 3.9269
N 4.5504 -3.3696 3.2868
H 5.0499 -0.1820 3.7647
H 6.1084 -1.5139 4.1236
H 4.9936 -3.7579 4.0989
H 3.8320 -3.9213 2.9082
C -2.3383 -5.4864 -4.7353
O -3.3145 -6.1942 -4.5894
N -2.4041 -4.4377 -5.4859
N -1.2922 -5.7559 -3.9946
H -1.6960 -4.1014 -6.1030
H -3.3624 -4.3739 -5.8177
H -0.5648 -5.1130 -3.7112
H -1.5318 -6.4698 -3.3221
C -2.6737 -1.0943 -3.6120
O -3.3174 -1.0149 -4.6580
N -2.7974 -0.0889 -2.7909
N -1.9695 -2.1457 -3.3575
H -3.6348 0.3705 -3.1225
H -2.3497 -0.0376 -1.8864
H -1.8517 -2.8157 -4.1186
H -1.6295 -2.2875 -2.3942
C 4.6161 2.6874 3.4666
O 4.0047 1.6551 3.4690
N 4.7729 3.3135 2.2531
N 4.8506 3.3370 4.6278
H 5.6942 3.7101 2.0678
H 4.2989 2.8616 1.4960
H 4.6081 2.8521 5.4718
H 5.5904 4.0167 4.6566
C 0.3186 -0.8863 4.0481
O -0.8629 -0.9217 4.3634
N 0.9018 -1.9300 3.4781
N 1.0220 0.3196 4.0744
H 1.8801 -1.9501 3.1268
H 0.3788 -2.7763 3.6962
H 0.7067 1.0355 4.7158
H 2.0307 0.2966 3.9876
C 2.2298 -3.7269 -1.1113
O 1.4391 -4.4385 -1.6919
N 3.4542 -3.5079 -1.5844
N 1.9169 -3.1990 0.1248
H 3.6772 -4.0983 -2.3843
H 4.1607 -3.2568 -0.8920
H 0.9123 -3.2212 0.2510
H 2.3093 -2.3540 0.4807
```

Calculated values
Electronic energy in eV: -108568.4713
LUMO level in eV: 0.045
Kohn-Sham gap in eV: 8.61